# 1
117
Properties=species:S:1:pos:R:3:lowdin_charge:R:1 method="wB97M-V/def2-TZVPD" homo_ha=-0.2987 spin_multiplicity=1 charge=0
C -3.1957 -0.9675 -1.1830 -0.212
C 1.0197 -1.5527 4.3489 0.009
H 0.0716 -1.8987 3.8038 0.072
H -0.7109 2.2255 3.2459 0.119
H 0.8816 1.4242 -1.7353 0.095
H -6.4817 6.9390 0.4984 0.104
H 0.8339 -1.8100 5.4457 0.095
H 3.1510 -1.8326 -1.5276 0.032
H -7.2330 -6.6956 0.2001 0.104
H 4.5179 -7.9590 -2.6984 0.100
N 1.3186 -2.3368 -4.6379 0.168
C 6.8062 6.0463 2.1112 -0.699
H 2.0506 8.3999 0.4446 0.108
H -1.0192 4.2508 1.5483 0.122
C -5.9944 5.2995 1.5837 -0.701
H -1.8248 -5.7427 4.7764 0.110
N 7.6410 4.9748 2.1546 0.145
H -2.4149 -2.9934 1.3704 0.045
H 2.9839 6.0449 3.5692 0.106
C 4.2191 -5.9625 -2.8834 -0.693
H -1.5388 -0.1201 0.5658 0.098
C -1.2129 3.1503 1.3001 -0.130
N -5.4629 -4.4527 1.6363 0.163
N 1.6280 -4.5790 -10.1073 0.156
C 3.1466 -2.0807 -0.4192 -0.150
C 2.4479 7.0402 1.8917 -0.718
H 3.3134 -4.9701 -1.2851 0.076
C -1.0163 2.9854 -0.2672 -0.277
H 1.7188 2.9350 1.2273 0.110
H -0.8454 -4.1359 -9.9580 0.097
H -4.5012 -4.1788 1.7576 0.078
H 1.0337 1.2084 0.0605 0.059
C -5.7027 -5.5575 0.8840 -0.695
H 5.2974 4.8977 1.2320 0.098
N 3.2532 -3.1119 -5.5603 0.181
N 4.1514 -7.1512 -2.2249 0.140
H 2.1686 -0.4870 0.7668 0.059
H 4.2505 -3.2368 -5.5143 0.110
C -2.1173 -3.7467 4.6053 -0.689
H -2.3788 5.5120 -1.9498 0.095
N -2.6174 -2.6887 5.2947 0.159
H 2.6256 -4.7010 -10.0611 0.111
N -3.2264 0.3445 -0.4755 -0.094
H -4.2111 4.3200 1.1004 0.073
H -6.1828 -3.9047 2.0694 0.097
O 4.7008 -5.8580 -4.0027 0.011
N 3.7118 -4.9049 -2.2023 0.169
C -0.2316 2.2846 2.2071 -0.190
N -2.0043 0.6802 0.1209 -0.091
H -0.0205 3.3935 -0.6250 0.140
H -3.0116 -2.7571 6.2147 0.096
H -1.6204 1.4992 -1.7923 0.156
C 0.3951 0.9162 -0.8289 -0.417
H -7.7655 -5.3620 1.1668 0.091
C 1.8123 -1.4264 0.2192 -0.476
H -4.4551 -2.7973 -0.9273 0.097
N -0.3106 -3.7993 -9.1790 0.155
H -1.6175 -2.9808 -0.3467 0.053
C 2.2213 1.9059 3.2075 -0.169
N 5.5846 5.7956 1.5755 0.160
O 7.1303 7.1506 2.5231 0.015
H -2.5833 -1.7894 4.8441 0.108
H 2.7517 -3.4615 -6.3596 0.054
C -1.8377 5.0959 -1.0346 -0.119
H 3.2461 7.7527 3.6853 0.104
H 1.3555 -2.1112 0.9981 0.068
O -4.8082 -6.2087 0.3668 0.020
S 0.5734 -0.9086 -1.0967 0.835
H -0.1733 1.1945 1.8600 0.097
O 1.6649 -3.5190 -8.1083 0.014
H 1.1310 -4.9308 -10.9044 0.097
H 4.9401 6.5653 1.5267 0.077
N -2.1859 -4.9357 5.2565 0.156
H -4.3948 -1.7976 0.5850 0.091
H 0.8410 -1.8678 -3.8850 0.060
N 2.4059 8.2973 1.3800 0.157
O -6.9768 5.3206 2.3102 0.014
N -5.7858 6.2215 0.6073 0.148
H -2.5719 -5.0481 6.1755 0.095
H -5.1446 3.6537 2.3993 0.104
H -3.9585 -0.8874 -2.0381 0.106
H -2.9031 -4.2331 0.1042 0.061
H 3.7610 -7.2601 -1.3076 0.090
C -3.7429 -2.1905 -0.2676 -0.226
O 0.4659 0.7326 4.9215 0.044
H -4.9866 6.2216 0.0004 0.084
C -1.1057 1.4448 -0.7746 -0.284
C -2.5684 -3.1587 0.2568 -0.115
H 8.5559 5.1222 2.5453 0.105
C 1.1346 0.0311 4.1530 -0.440
H 2.7063 9.1143 1.8792 0.099
O -2.1322 3.6923 -0.8988 -0.206
H 3.2711 2.0512 2.7691 0.127
N -5.0261 4.3543 1.6880 0.160
O 1.9373 0.4914 3.1048 -0.068
N -7.0159 -5.8827 0.7509 0.145
H -0.7858 -3.3290 -8.4278 0.107
C 1.0348 -3.9387 -9.0694 -0.673
H -2.2089 -1.2200 -1.6715 0.078
O 3.2905 -2.0559 -3.5554 -0.030
H -3.9070 0.2737 0.2922 0.101
H 1.3275 3.8615 2.7333 0.105
H 3.1266 -3.1848 -0.1817 0.048
H -2.3230 5.6248 -0.1362 0.083
C 2.6630 -2.4765 -4.5258 -0.676
H 4.0478 -1.5933 0.0905 0.080
H -0.7363 5.3466 -1.0978 0.096
H 2.2817 2.3010 4.2680 0.129
H 0.7870 -2.6721 -5.4205 0.088
C 1.2637 2.8138 2.2719 -0.154
H 3.7436 -4.0044 -2.6582 0.068
H 7.3951 4.0609 1.8222 0.092
N 2.9357 6.9599 3.1539 0.158
O -1.6412 -3.6367 3.4838 0.001
H 1.9035 -2.1147 3.9176 0.085
O 2.0766 6.0586 1.2634 0.008
H -2.2756 2.8747 1.6196 0.110

# 2
107
Properties=species:S:1:pos:R:3:lowdin_charge:R:1 method="wB97M-V/def2-TZVPD" homo_ha=-0.1719 spin_multiplicity=1 charge=-1
H -2.8991 -1.5968 4.0762 0.063
H 5.4775 0.0701 1.0662 0.080
H 5.4659 1.4068 -3.8148 0.070
C 3.0173 -0.0243 0.1142 -0.121
H 1.0735 -0.4056 3.3590 0.074
H 11.1696 -0.0459 -3.6754 0.125
H -4.5841 -0.2877 3.3797 0.074
H -2.9732 2.6078 1.7772 0.084
C -10.1822 -4.3021 2.6174 -0.123
H -7.6756 -4.0363 0.5739 0.074
C -1.8507 -1.7604 4.3104 -0.108
C -7.1513 -3.0980 0.8042 -0.127
H -3.6344 -2.0034 1.6122 0.041
H 3.2020 -1.0395 -0.2625 0.088
H 12.6373 3.2377 -6.2098 -0.077
H 2.9745 -0.0791 1.2076 0.085
H 2.0347 4.5618 0.0064 0.079
H 9.2893 0.7739 -4.5700 0.075
C -8.5952 -1.3106 0.0494 -0.131
C -9.5412 0.6046 2.6432 -0.137
C 11.4596 0.6778 -4.4564 -0.430
C -8.8547 -0.2781 4.7647 -0.151
C 0.4425 -1.1900 3.7805 -0.116
H 2.7395 -1.0215 -2.8508 0.080
C 10.1433 1.3803 -4.8760 -0.191
H -9.4362 -4.6845 3.3170 0.080
H 2.0327 0.2856 -0.2234 0.041
P 3.9483 1.9595 -1.5549 0.643
H 11.0227 2.6946 -2.3933 0.053
H -9.5879 0.3835 5.2319 0.081
C -0.5516 -1.7090 0.2839 -0.119
H 1.0612 2.0630 -2.3057 0.058
H 9.7513 3.8965 -2.4853 0.050
N 3.6478 0.9069 -2.8756 -0.300
H -1.7423 2.5320 3.0360 0.071
C 2.7470 4.2090 -0.7434 -0.150
H -9.3229 1.4791 3.2577 0.077
C -11.2617 -2.2895 1.8364 -0.113
H 10.1162 1.4731 -5.9670 0.109
H -6.5850 -2.8067 -0.0825 0.079
C 5.4046 0.3595 0.0150 -0.118
H -9.9768 -4.7411 1.6307 0.077
C 4.8318 0.5381 -3.6416 -0.122
H 5.4383 -0.2287 -3.1402 0.076
C -4.1750 0.2769 2.5346 -0.129
H -12.2019 -2.4839 2.3609 0.091
H -2.4279 -3.2728 1.4548 0.083
N -9.3146 -0.6115 3.4195 -0.299
H -4.2848 -0.3012 1.6218 0.055
O -7.4105 -2.1620 3.6041 -0.292
H -11.3221 -2.7557 0.8455 0.087
H -1.7338 -1.6168 5.3883 0.089
C -2.7543 -2.2997 1.0589 -0.134
H -1.6098 -2.8053 4.0792 0.086
O -0.7332 1.0002 1.3814 -0.275
P -8.6577 -2.1117 2.7870 0.665
Br 8.7588 1.7175 -1.8911 0.607
H -7.8775 0.2190 4.7697 0.081
N 2.5467 2.7777 -0.9446 -0.291
O 12.4325 1.5221 -3.8935 -0.259
H 0.7146 -2.1394 3.2990 0.077
H 12.6065 -1.0237 -5.0346 0.101
H -9.1806 -1.9531 -0.6245 0.082
H 14.8424 2.5339 -4.7497 -0.103
H -3.4384 2.5798 3.4947 0.080
C 12.1511 -0.1665 -5.5596 -0.273
H 6.1622 1.1248 -0.1641 0.049
H -11.1553 -4.6660 2.9537 0.081
H 0.0101 -0.8394 -0.0551 0.053
O 4.7080 3.0655 -2.1825 -0.276
N -0.9720 -0.8585 3.6089 -0.325
H 10.7068 3.4628 -4.7468 0.078
C 9.9782 2.7849 -4.2998 -0.304
H 5.6593 -0.5154 -0.5990 0.079
H 1.6299 0.3244 -2.5983 0.041
H 11.4649 -0.5872 -6.3084 0.104
C 1.1656 2.4979 -1.3130 -0.129
H 0.5981 3.4297 -1.3413 0.078
H 3.7465 4.4189 -0.3701 0.070
N -2.8076 0.7248 2.7756 -0.290
H -10.5854 0.7181 2.3292 0.070
H -8.7747 -1.1662 5.3866 0.070
Al 13.3904 2.1098 -5.3124 0.142
P -1.3740 -0.0540 2.1986 0.620
H 0.1351 -2.3636 0.8398 0.079
H -7.7664 -0.8975 -0.5334 0.087
H 2.2907 0.0380 -4.1920 0.083
H 0.6529 1.8665 -0.5799 0.050
C 10.0322 2.8889 -2.7900 -0.584
C 2.5289 0.0249 -3.1228 -0.144
N -8.0584 -2.0270 1.1885 -0.305
H -9.2233 -0.4756 0.3365 0.047
H -11.1867 -1.2166 1.6980 0.055
N -1.6993 -1.3057 1.0857 -0.293
H 4.5362 0.1463 -4.6171 0.078
H -0.8843 -2.2446 -0.6070 0.083
O 13.2219 0.5351 -6.1500 -0.284
H 8.9926 3.1541 -4.6109 0.103
H -8.8919 0.6912 1.7724 0.059
C -2.7344 2.1837 2.7595 -0.144
H 2.6087 4.7903 -1.6633 0.082
N 4.0664 0.8782 -0.2745 -0.324
H -3.0691 -2.4605 0.0224 0.084
N -10.1683 -2.8383 2.5978 -0.332
H -4.8400 1.1335 2.4110 0.077
H 0.6857 -1.2663 4.8424 0.082
H -6.4329 -3.2963 1.6004 0.068

Ordered LUMO energy results: 0.354 1.293; unit eV.
Ordered gap between HOMO and LUMO results: 8.4813 5.9718; unit eV.
Ordered total energy results: -85073.368 -153062.425; unit eV.